Record 1
Entry from OMol25: 2 unconnected molecules or ions with the total composition C3H10N2O (ωB97M-V/def2-TZVPD).

Geometry (Å):
C  -1.1455  1.1747  -0.2871
N  -0.6010  2.1961  0.5829
C  0.5125  1.7251  1.4539
H  -1.5451  0.3372  0.3033
H  -1.9771  1.4834  -0.9256
H  -0.4640  0.7526  -1.0327
H  -1.4009  2.4577  1.1478
H  0.7590  2.4274  2.2470
H  1.3789  1.9894  0.8234
H  0.3359  0.6608  1.6510
C  0.3308  -2.8883  -1.3657
N  1.0260  -2.2483  -0.3748
O  0.7258  -3.3266  -2.4231
H  -0.7647  -2.9397  -1.2487
H  0.8300  -1.2905  -0.1430
H  1.9996  -2.5109  -0.4086

- frontier orbital gap (eV) = 9.98
- charge = 0
- SMILES = NC=O.CNC


Record 2
Entry from OMol25: 14 unconnected molecules or ions with the total composition C16H57F3N24O15 (ωB97M-V/def2-TZVPD).

Geometry (Å):
O  -8.3251  32.2786  -4.7449
H  -7.7963  32.8158  -4.1503
H  -8.0188  32.3739  -5.6497
H  -9.2406  32.5346  -4.6115
C  -6.9957  31.8114  -7.7692
O  -8.0176  30.8340  -7.4643
O  -7.5426  33.0444  -7.3672
C  -5.4640  31.3998  -7.4061
F  -5.2554  31.4195  -6.0362
F  -5.1150  30.2845  -8.0124
F  -4.6595  32.3856  -7.8295
C  -7.9986  29.5465  -8.0733
C  -7.6380  28.4225  -6.9647
H  -6.5586  28.4585  -6.8176
H  -7.9724  28.8644  -6.0260
H  -8.1085  27.4860  -7.2640
H  -7.2267  29.2898  -8.7987
H  -8.9389  29.2398  -8.5316
H  -7.0009  31.9100  -8.8547
C  -13.2307  29.1526  -6.2018
O  -13.6712  28.9892  -5.0999
N  -11.9289  28.9946  -6.2452
N  -13.9426  29.4892  -7.2171
H  -11.4763  29.0309  -7.1474
H  -11.4548  28.7198  -5.3967
H  -13.5823  29.5854  -8.1557
H  -14.9218  29.2459  -7.2642
C  -11.3145  30.8151  -9.1874
O  -11.1804  29.6987  -9.6543
N  -10.5100  31.5281  -8.4188
N  -12.4410  31.5022  -9.2862
H  -10.6443  32.4872  -8.1323
H  -9.6288  31.1127  -8.1525
H  -12.5220  32.3252  -8.7064
H  -13.2044  31.2036  -9.8762
C  -3.9681  26.8433  -8.8188
O  -3.3434  26.7062  -7.8207
N  -3.3880  27.1919  -9.9598
N  -5.2416  26.9205  -8.8145
H  -3.9843  27.1641  -10.7745
H  -2.3821  27.1852  -10.0508
H  -5.7441  27.2763  -9.6151
H  -5.6651  26.7230  -7.9191
C  -8.4692  32.7192  -11.5701
O  -8.9054  33.1866  -12.5293
N  -8.4232  31.4892  -11.1664
N  -8.1126  33.4825  -10.5915
H  -8.5844  30.8323  -11.9164
H  -8.0043  31.2711  -10.2737
H  -8.4256  34.4410  -10.6497
H  -7.7371  33.1066  -9.7326
C  -6.1598  34.9093  -4.4049
O  -6.0549  33.7595  -4.0537
N  -7.0156  35.2287  -5.3223
N  -5.6783  36.0072  -3.8005
H  -7.3409  34.5045  -5.9467
H  -7.0551  36.1263  -5.7837
H  -5.0905  35.8463  -2.9950
H  -6.0488  36.8820  -4.1432
C  -5.0509  35.8188  -9.2539
O  -4.0416  36.3172  -9.8270
N  -5.0686  35.3032  -8.0742
N  -6.2509  35.6068  -9.7700
H  -5.8573  34.7712  -7.7350
H  -4.2123  35.1117  -7.5741
H  -6.4689  35.9278  -10.7025
H  -6.9708  35.1260  -9.2497
C  -7.8633  24.8483  -10.0049
O  -8.3063  24.3428  -10.9943
N  -8.0911  26.1098  -9.8480
N  -7.3408  24.2493  -8.9958
H  -8.1240  26.4640  -8.9027
H  -8.4121  26.6885  -10.6110
H  -7.6058  23.2753  -8.9630
H  -7.2190  24.7833  -8.1471
C  -4.0468  29.0580  -3.8233
O  -4.1918  30.1424  -3.3549
N  -3.8522  28.8519  -5.0961
N  -4.0947  27.9373  -3.0669
H  -3.7094  27.8788  -5.3258
H  -4.0116  29.5679  -5.7904
H  -4.1876  27.0373  -3.5158
H  -4.2717  28.0822  -2.0832
C  -11.1644  34.3754  -6.3329
O  -10.4331  33.7675  -5.5773
N  -12.4266  34.7370  -6.2375
N  -10.9093  34.3880  -7.5902
H  -12.8378  35.2645  -6.9943
H  -12.6552  34.9895  -5.2866
H  -11.2860  35.1696  -8.1072
H  -9.9990  34.0452  -7.8621
C  -3.3170  31.8825  -10.5298
O  -4.3104  32.0387  -11.1276
N  -2.5935  32.8256  -10.0087
N  -2.7810  30.7362  -10.1197
H  -2.0173  32.6521  -9.1975
H  -2.9586  33.7494  -10.1914
H  -1.9646  30.8369  -9.5335
H  -3.2401  29.8626  -10.3344
C  -6.9584  25.0325  -5.3221
O  -6.6881  25.1931  -6.5426
N  -8.1959  24.7081  -5.0527
N  -6.0837  25.0681  -4.3682
H  -8.1683  24.5272  -4.0594
H  -8.9971  24.5545  -5.6481
H  -5.1358  25.0786  -4.7169
H  -6.2837  24.9686  -3.3832
C  -7.5028  29.1458  -1.8224
O  -8.4433  28.4970  -1.4384
N  -7.2284  29.5243  -3.0032
N  -6.6006  29.5564  -1.0856
H  -6.2688  29.5859  -3.3122
H  -7.9843  29.1159  -3.5341
H  -6.7196  29.4238  -0.0914
H  -6.0965  30.2918  -1.5601

- multiplicity = 2
- frontier orbital gap (alpha / beta) (eV) = 8.03 / 2.57
- charge = +1